Entry 1:
A structure of composition C3H5N3O in a non-equilibrium geometry. Source: the OMol25 dataset; level of theory: ωB97M-V/def2-TZVPD.

```
12
Properties=species:S:1:pos:R:3:forces:R:3
C 0.158262 1.008970 0.996102 1.0982 -2.4434 -1.2607
C -0.467187 -0.100778 0.170481 -2.1568 -0.5179 -2.6186
C -0.705296 -1.708469 -1.156849 -2.0652 -1.7474 -1.0118
H 2.354885 0.607020 1.003239 -3.4306 3.1771 -3.0114
H 1.802531 1.269958 -0.896225 -2.4416 -0.1185 5.2001
H 0.201991 0.768613 2.126320 0.5380 0.2447 -1.9962
H -0.517150 1.784833 0.890522 -1.3577 1.8499 -0.0247
H -0.774260 -2.622220 -1.795314 0.6806 1.0169 0.6122
N 1.440011 1.416187 0.351992 5.7124 -2.7331 0.2569
N 0.246237 -1.064647 -0.631304 -0.1720 0.9273 2.1256
N -1.779114 -0.110654 -0.180239 2.3828 0.5115 2.9763
O -1.960911 -1.248815 -0.878726 1.2120 -0.1672 -1.2476
```
Positions in Å, forces in eV/Å.

Calculated values
Frontier orbital gap ... 10.05 eV
Net charge ... 0
Total energy ... -356.64924 Ha
LUMO energy ... 0.7 eV



Entry 2:
An isolated molecule of C3H5N3O in a non-equilibrium geometry. Source: the OMol25 dataset; level of theory: ωB97M-V/def2-TZVPD.

```
12
Properties=species:S:1:pos:R:3:forces:R:3
O -1.407519 1.154999 0.218573 -0.2381 0.1789 0.2963
C -1.724738 -0.196859 -0.145972 -0.1370 -0.3002 -0.1094
C -0.332904 -0.702803 -0.390678 0.0041 0.4383 -0.0691
N 0.451511 -0.728821 0.737599 0.2259 0.3042 -0.0860
C 1.530937 -0.091141 0.358603 0.3215 -0.2919 -0.1260
N 1.448420 0.211443 -0.957248 0.3002 -0.0708 -0.0113
N 0.263259 -0.174104 -1.449555 0.0200 -0.1148 0.1707
H -0.490819 1.124907 0.566886 -1.1283 0.2897 0.0223
H -2.342493 -0.185440 -1.047872 0.1619 0.0608 0.1284
H -2.254148 -0.708995 0.663854 0.2028 0.0028 -0.0972
H 2.341020 0.213990 1.005523 0.1361 -0.2268 -0.2109
H 2.041867 0.793146 -1.529032 0.1308 -0.2701 0.0922
```
Positions in Å, forces in eV/Å.

Calculated values
Frontier orbital gap ... 10.66 eV
Net charge ... 0
Total energy ... -356.77116 Ha
LUMO energy ... 0.8 eV